Entry from the Open Molecules 2025 dataset: a structure of composition C56H43ClN4O5P2Sr at a distorted geometry (wB97M-V/def2-TZVPD).

Last column: Mulliken charge in e.
Element x y z (Å)
1 Sr -21.944 -14.308 -1.505  1.985
2 O -23.076 -20.686 -0.389  -0.569
3 C -22.817 -19.415 -0.761  1.215
4 C -23.789 -18.638 -1.410  -1.005
5 C -23.439 -17.278 -1.733  0.346
6 N -22.306 -16.778 -1.297  0.288
7 C -21.371 -17.533 -0.696  -0.425
8 C -21.533 -18.906 -0.513  -0.833
9 C -20.070 -16.860 -0.298  0.265
10 O -19.072 -17.528 -0.022  -0.759
11 O -20.216 -15.565 -0.138  -0.581
12 C -24.332 -16.349 -2.572  -0.027
13 O -25.278 -16.909 -3.182  -0.806
14 O -23.909 -15.156 -2.664  -0.544
15 H -24.034 -20.931 -0.381  0.314
16 H -24.835 -18.891 -1.549  0.287
17 H -20.884 -19.632 -0.081  0.535
18 C -18.077 -14.982 -2.505  2.551
19 P -16.710 -16.032 -3.360  -0.458
20 C -15.868 -14.525 -4.129  0.832
21 C -15.470 -14.663 -5.482  -0.473
22 C -15.161 -13.468 -6.256  -0.655
23 C -14.901 -12.260 -5.599  -0.477
24 C -15.177 -12.184 -4.201  -0.574
25 C -15.682 -13.278 -3.482  -0.283
26 C -15.690 -16.424 -1.963  0.107
27 C -16.154 -16.365 -0.567  3.582
28 C -15.566 -17.605 0.094  -0.790
29 C -14.342 -18.160 -0.224  -0.421
30 C -13.713 -17.703 -1.420  -0.713
31 C -14.403 -16.897 -2.263  -0.808
32 C -19.126 -14.371 -3.352  -0.327
33 C -19.069 -13.122 -4.032  -0.970
34 C -20.128 -13.034 -4.895  -1.224
35 C -20.896 -14.287 -4.655  0.725
36 C -22.011 -14.807 -5.527  0.051
37 P -21.403 -15.909 -6.920  -0.264
38 C -23.011 -16.812 -7.225  0.324
39 C -22.952 -18.229 -7.200  -0.809
40 C -24.113 -18.954 -6.872  -0.428
41 C -25.355 -18.267 -6.885  -0.335
42 C -25.374 -16.944 -7.277  -0.426
43 C -24.243 -16.255 -7.511  -0.065
44 C -21.437 -14.721 -8.348  0.513
45 C -21.543 -15.271 -9.639  -0.458
46 C -21.656 -14.396 -10.697  -0.507
47 C -21.604 -12.994 -10.502  -0.549
48 C -21.562 -12.507 -9.201  -0.601
49 C -21.434 -13.349 -8.100  0.541
50 N -20.357 -15.006 -3.631  -0.718
51 H -17.534 -14.108 -1.903  -0.114
52 H -18.586 -15.641 -1.770  -1.694
53 H -15.418 -15.633 -5.980  0.363
54 H -14.973 -13.700 -7.291  0.374
55 H -14.547 -11.350 -6.115  0.306
56 H -14.903 -11.307 -3.640  0.370
57 H -15.906 -13.159 -2.403  0.180
58 H -17.212 -16.552 -0.482  -2.376
59 H -16.184 -18.046 0.875  0.199
60 H -13.914 -18.989 0.344  0.359
61 H -12.745 -18.110 -1.765  0.216
62 H -14.009 -16.574 -3.211  0.255
63 H -18.252 -12.428 -3.854  0.563
64 H -20.475 -12.210 -5.615  0.269
65 H -22.560 -13.944 -5.921  0.680
66 H -22.617 -15.434 -4.861  -0.193
67 H -21.999 -18.742 -7.290  0.347
68 H -24.053 -20.059 -6.709  0.328
69 H -26.304 -18.760 -6.680  0.326
70 H -26.307 -16.410 -7.222  0.305
71 H -24.249 -15.265 -7.954  0.365
72 H -21.551 -16.339 -9.748  0.421
73 H -21.558 -14.759 -11.711  0.322
74 H -21.564 -12.315 -11.343  0.379
75 H -21.708 -11.444 -9.039  0.353
76 H -21.147 -12.871 -7.107  -0.429
77 C -24.699 -10.519 -2.964  -0.970
78 C -23.996 -11.698 -2.755  -0.379
79 N -23.176 -11.988 -1.690  0.305
80 C -23.163 -11.105 -0.698  -0.223
81 C -23.946 -9.904 -0.731  0.499
82 C -24.612 -9.578 -1.941  -0.573
83 C -23.927 -9.097 0.448  -0.571
84 C -23.358 -9.457 1.630  -0.777
85 C -22.763 -10.741 1.758  1.179
86 C -22.454 -11.315 3.000  -0.818
87 C -21.814 -12.489 3.019  -0.603
88 C -21.655 -13.262 1.863  -0.117
89 N -22.030 -12.806 0.672  0.138
90 C -22.674 -11.598 0.604  -0.052
91 H -25.240 -10.329 -3.897  0.386
92 H -24.016 -12.449 -3.548  0.402
93 H -25.058 -8.636 -2.066  0.497
94 H -24.550 -8.205 0.500  0.324
95 H -23.456 -8.840 2.583  0.246
96 H -22.663 -10.828 3.981  0.303
97 H -21.475 -12.999 3.905  0.472
98 H -21.093 -14.209 1.959  0.177
99 Cl -18.783 -12.891 4.735  -0.270
100 C -17.775 -13.448 3.474  0.643
101 C -16.594 -12.812 3.027  -0.820
102 C -15.956 -13.340 1.908  -0.612
103 C -16.462 -14.492 1.267  0.756
104 C -15.709 -15.073 0.117  -0.071
105 C -17.540 -15.153 1.803  0.149
106 C -18.222 -14.617 2.887  -1.256
107 H -16.364 -11.828 3.347  0.388
108 H -15.031 -12.853 1.631  0.424
109 H -15.655 -14.161 -0.516  -0.334
110 H -14.680 -15.213 0.461  0.573
111 H -18.046 -15.958 1.239  -0.032
112 H -19.226 -14.915 3.061  0.561

Summary:
- ΔE to the lowest compared entry with this formula, charge and spin: 0.0 kJ/mol
- Gap between HOMO and LUMO: 0.0765 hartree
- LUMO energy: 2.4935 eV
- Net charge: -2
- HOMO: 0.4 eV

Entry from the Open Molecules 2025 dataset: a cluster of 2 separate species, C4H9N2PS in total at a distorted geometry (wB97M-V/def2-TZVPD).

Last column: Mulliken charge in e.
Element x y z (Å)
1 C 0.576 -3.491 0.826  -0.562
2 C -1.187 1.124 -0.792  -0.202
3 C 1.098 1.261 -1.682  -0.813
4 C -0.380 1.345 1.566  -0.452
5 N 0.107 0.548 -0.802  -0.018
6 N -0.290 1.448 0.249  -0.115
7 P 0.495 -1.847 1.031  0.098
8 S -1.309 -1.602 1.958  -0.443
9 H 1.292 -4.139 0.239  0.253
10 H -0.316 -4.162 1.067  0.150
11 H -1.526 1.896 -1.462  0.250
12 H -1.997 0.478 -0.645  0.307
13 H 0.945 0.977 -2.771  0.308
14 H 1.056 2.413 -1.564  0.321
15 H 2.208 0.933 -1.479  0.266
16 H 0.449 1.004 2.123  0.422
17 H -1.221 1.811 2.139  0.232

Summary:
- ΔE to the lowest compared entry with this formula, charge and spin: 198.9 kJ/mol
- Gap between HOMO and LUMO (alpha / beta): 0.2327 / 0.2090 hartree
- LUMO energy (alpha / beta): -0.8727 / -1.4459 eV
- HOMO (alpha / beta): -7.2 / -7.1 eV

Entry from the Open Molecules 2025 dataset: a cluster of 3 separate species, C6H18NO3 in total (wB97M-V/def2-TZVPD).

Last column: Mulliken charge in e.
Element x y z (Å)
1 C 0.581 -0.854 -0.909  -0.785
2 N -0.214 0.378 -0.792  -0.500
3 C -1.075 0.390 0.386  -0.388
4 C -1.062 1.756 1.083  -0.969
5 C 0.355 2.151 1.617  -0.401
6 O 1.276 2.394 0.624  -0.952
7 C -0.282 -2.100 -1.150  -0.170
8 C -0.116 -3.143 -0.041  -1.289
9 H 1.235 -0.686 -1.767  0.401
10 H 1.210 -0.981 -0.022  0.440
11 H 0.451 1.154 -0.641  0.425
12 H -2.094 0.092 0.102  0.226
13 H -0.759 -0.366 1.123  0.202
14 H -1.358 2.530 0.370  0.305
15 H -1.764 1.745 1.921  0.437
16 H 0.214 3.070 2.240  0.262
17 H 0.684 1.349 2.302  0.226
18 H -1.338 -1.842 -1.249  0.186
19 H -0.012 -2.566 -2.099  0.336
20 H 0.900 -3.541 -0.025  0.321
21 H -0.800 -3.988 -0.158  0.382
22 H -0.292 -2.694 0.936  0.301
23 H 2.584 1.705 0.861  0.448
24 H 3.784 1.823 1.857  0.249
25 O 3.478 1.238 1.141  -0.767
26 H -2.472 -0.132 -2.469  0.277
27 H -1.191 0.625 -2.293  0.519
28 O -1.923 0.493 -2.947  -0.721

Summary:
- ΔE to the lowest compared entry with this formula, charge and spin: 0.0 kJ/mol
- Gap between HOMO and LUMO: 0.2685 hartree
- LUMO energy: 3.4783 eV
- Net charge: -1
- HOMO: -3.8 eV

Entry from the Open Molecules 2025 dataset: the molecule C9H16NP at a distorted geometry (wB97M-V/def2-TZVPD).

Last column: Mulliken charge in e.
Element x y z (Å)
1 C -2.862 1.468 -0.422  -1.372
2 C -1.627 0.719 -0.232  0.917
3 C -0.532 0.948 -0.915  -0.827
4 C 0.607 -0.051 -0.933  1.034
5 C 0.452 -1.146 -1.944  -1.501
6 N 2.088 0.090 -0.407  -0.469
7 P 2.698 1.659 -0.126  -0.129
8 C 1.039 -0.598 0.422  0.782
9 C 1.216 -2.042 0.926  -1.293
10 C 0.085 0.118 1.423  -1.286
11 C -1.338 -0.124 0.996  -0.739
12 H -3.347 1.969 0.562  0.292
13 H -3.688 0.973 -0.876  0.284
14 H -2.664 2.418 -1.048  0.335
15 H -0.601 1.640 -1.895  0.118
16 H 0.176 -0.706 -2.908  0.407
17 H -0.360 -1.894 -1.658  0.269
18 H 1.516 -1.679 -1.991  0.334
19 H 4.035 1.208 0.434  0.066
20 H 2.217 1.826 1.171  0.040
21 H 0.527 -2.562 0.163  0.295
22 H 0.939 -1.961 1.995  0.349
23 H 2.301 -2.242 0.792  0.364
24 H 0.302 1.165 1.381  0.550
25 H 0.434 -0.270 2.427  0.387
26 H -1.552 -1.189 0.895  0.367
27 H -2.061 0.263 1.768  0.426

Summary:
- ΔE to the lowest compared entry with this formula, charge and spin: 217.0 kJ/mol
- Gap between HOMO and LUMO: 0.3618 hartree
- LUMO energy: 0.8550 eV
- HOMO: -9.0 eV
- Structure (SMILES): CC1=C[C@@]2(C)N(P)[C@@]2(C)CC1

Entry from the Open Molecules 2025 dataset: a cluster of 2 separate species, C4H13NO2 in total at a distorted geometry (wB97M-V/def2-TZVPD).

Last column: Mulliken charge in e.
Element x y z (Å)
1 C 0.052 -3.391 1.272  -0.847
2 N -0.457 -2.143 0.667  -0.423
3 C 0.598 -1.120 0.692  -0.991
4 C 0.100 0.206 0.083  0.367
5 C 1.222 1.241 0.049  -1.171
6 O -0.965 0.592 0.929  -0.539
7 H -0.775 -4.063 1.473  0.331
8 H 0.617 -3.214 2.181  0.323
9 H 0.647 -3.862 0.483  0.293
10 H -1.098 -1.760 1.364  0.255
11 H 1.149 -0.973 1.640  0.428
12 H 1.368 -1.500 0.022  0.422
13 H -0.167 -0.055 -0.945  0.235
14 H 0.804 2.204 -0.242  0.340
15 H 1.625 1.274 1.063  0.340
16 H 1.964 0.896 -0.679  0.322
17 H -1.420 1.335 0.541  0.319
18 O -0.562 3.941 -3.090  -0.637
19 H -0.034 3.286 -3.593  0.322
20 H -1.448 3.660 -3.223  0.312

Summary:
- ΔE to the lowest compared entry with this formula, charge and spin: 89.9 kJ/mol
- Gap between HOMO and LUMO: 0.3608 hartree
- LUMO energy: 0.6040 eV
- HOMO: -9.2 eV
- Structure (SMILES): CNC[C@H](C)O.O

Entry from the Open Molecules 2025 dataset: a cluster of 2 separate species, C4H12ClN2 in total at a distorted geometry (wB97M-V/def2-TZVPD).

Last column: Mulliken charge in e.
Element x y z (Å)
1 C -3.549 -0.006 0.892  -0.740
2 C 3.250 -0.370 0.269  -0.717
3 C 1.491 0.100 -1.501  -1.005
4 C 0.878 0.008 0.833  0.044
5 N -2.940 0.741 -0.160  -0.326
6 N 1.853 -0.090 -0.020  0.136
7 Cl -2.333 -0.336 -1.456  -0.129
8 H -4.561 -0.423 0.614  0.319
9 H -2.930 -0.766 1.475  0.244
10 H -3.783 0.677 1.733  0.324
11 H 3.401 -1.456 0.307  0.368
12 H 4.018 -0.087 -0.552  0.296
13 H 3.506 0.051 1.299  0.289
14 H 2.286 -0.014 -2.131  0.370
15 H 0.857 -0.639 -1.847  0.396
16 H 1.080 1.041 -1.669  0.401
17 H 1.215 0.006 1.862  0.255
18 H -0.192 0.049 0.561  0.154
19 H -3.548 1.516 -0.508  0.321

Summary:
- ΔE to the lowest compared entry with this formula, charge and spin: 207.1 kJ/mol
- Gap between HOMO and LUMO: 0.2771 hartree
- LUMO energy: -4.9165 eV
- Net charge: +1
- HOMO: -12.5 eV

Entry from the Open Molecules 2025 dataset: a cluster of 2 separate species, C3H11N2O2 in total at a distorted geometry (wB97M-V/def2-TZVPD).

Last column: Mulliken charge in e.
Element x y z (Å)
1 C 0.747 -0.917 2.169  -1.104
2 C -0.677 -0.660 -0.830  0.148
3 C 0.445 0.273 -0.354  -0.193
4 N 1.663 0.438 -0.929  -0.495
5 N -0.272 1.603 0.115  -0.338
6 O -1.029 0.104 -1.976  -0.528
7 O -1.707 -0.590 0.075  -0.573
8 H 1.165 -1.868 2.347  0.377
9 H -0.177 -0.853 2.677  0.404
10 H 1.265 -0.040 2.315  0.379
11 H -0.336 -1.698 -1.065  0.494
12 H 2.125 -0.529 -1.151  0.311
13 H 1.699 0.980 -1.753  0.270
14 H -0.464 2.237 -0.738  0.384
15 H -1.257 1.152 0.304  0.411
16 H 0.360 2.034 0.816  0.367
17 H -1.743 -0.199 -2.521  0.320
18 H -1.806 -1.468 0.499  0.367

Summary:
- ΔE to the lowest compared entry with this formula, charge and spin: 0.0 kJ/mol
- Gap between HOMO and LUMO (alpha / beta): 0.3141 / 0.3646 hartree
- LUMO energy (alpha / beta): -3.1865 / -4.9962 eV
- Net charge: +1
- HOMO (alpha / beta): -11.7 / -14.9 eV
- Multiplicity: 3
- <S²>: 2.0061